[1]
Here is a molecular structure, C3H7NS in a non-equilibrium geometry from OMol25. Energies are from ωB97M-V/def2-TZVPD.

Calculated values
ΔE to the lowest compared entry with this formula, charge and spin = 178.2 kcal/mol
Net charge = 0
Total energy = -571.154892 a.u.

Each line ends with the natural charge from an NBO analysis.
Geometry (Å):
C  -0.98288  -1.21339  -0.43646  -0.619
C  -0.36436  -0.19568  0.66952  -0.568
C  0.99216  0.12409  0.13325  0.151
H  -2.25232  -0.17083  -1.24479  0.138
H  -0.14525  -1.93755  -1.33637  0.336
H  -1.76903  -1.58764  0.60485  0.259
H  -0.69643  0.80984  0.37360  0.220
H  -0.32519  -0.18701  1.78599  0.249
H  0.36050  2.06040  0.37210  0.372
H  1.95374  1.88203  -0.51366  0.407
N  0.93816  1.35691  -0.41100  -0.792
S  2.29089  -0.94118  0.00296  -0.154


[2]
Here is C3H7NS in the gas phase in a non-equilibrium geometry from OMol25. Energies are from ωB97M-V/def2-TZVPD.

Calculated values
ΔE to the lowest compared entry with this formula, charge and spin = 61.3 kcal/mol
Net charge = 0
Total energy = -571.341205 a.u.

Each line ends with the natural charge from an NBO analysis.
Geometry (Å):
C  -0.96886  -0.00693  0.15539  -0.427
C  -0.08540  1.14471  -0.30651  -0.514
C  -0.03448  -1.14852  -0.30324  -0.567
N  2.21265  0.06446  0.80056  -1.129
S  1.42506  -0.02348  -0.61140  0.942
H  -1.22511  -0.02404  1.13354  0.219
H  -1.81610  -0.02063  -0.44820  0.202
H  -0.36475  1.35885  -1.33179  0.205
H  0.26752  2.07363  0.29163  0.252
H  0.30386  -1.91763  0.41466  0.244
H  -0.50735  -1.60322  -1.21742  0.220
H  3.25189  -0.03838  0.55411  0.353


[3]
Here is 2 unconnected molecules or ions with the total composition C3H7NS2 in a non-equilibrium geometry from OMol25. Energies are from ωB97M-V/def2-TZVPD.

Calculated values
ΔE to the lowest compared entry with this formula, charge and spin = 114.2 kcal/mol
Net charge = 0
Total energy = -969.455356 a.u.

Each line ends with the natural charge from an NBO analysis.
Geometry (Å):
C  1.74529  0.85751  0.41916  -0.612
C  0.22422  0.77729  0.01216  -0.554
C  -3.53435  0.01463  -0.12208  -0.071
H  4.08001  -0.23937  0.10304  0.151
H  2.12774  1.93411  0.36348  0.249
H  1.37077  0.57488  1.53251  0.215
H  0.05522  0.89189  -1.06928  0.221
H  -0.35800  1.68159  0.38894  0.237
H  -4.49544  0.60645  -0.64781  0.209
H  -4.03495  -0.80139  1.01698  0.160
N  -2.31956  0.30192  -0.54670  -0.536
S  2.61076  -0.42705  -0.30906  0.005
S  -0.93072  -0.61408  0.32678  0.325


[4]
Here is a molecular structure, C3H7NaO5 in a non-equilibrium geometry from OMol25. Energies are from ωB97M-V/def2-TZVPD.

Calculated values
ΔE to the lowest compared entry with this formula, charge and spin = 17.1 kcal/mol
<S²> = 0.75
2S+1 = 2
Net charge = +1
Total energy = -656.750980 a.u.

Each line ends with the natural charge from an NBO analysis.
Geometry (Å):
O  1.43418  1.06055  -1.13264  -0.803
C  0.10288  0.69639  -1.47734  -0.080
C  -0.64931  0.45579  -0.18418  -0.082
O  -1.95583  0.02003  -0.53361  -0.495
C  -2.76839  -0.28173  0.46803  0.981
O  -2.49135  -0.21509  1.64004  -0.635
O  -3.91499  -0.71339  -0.03358  -0.654
H  1.95174  1.23318  -1.94106  0.499
H  0.11327  -0.21704  -2.08944  0.189
H  -0.36905  1.50677  -2.04932  0.197
H  -0.71162  1.37912  0.40823  0.202
H  -0.15609  -0.32730  0.41075  0.178
H  -4.47740  -1.04083  0.68027  0.513
Na  3.03796  0.73730  0.59511  0.983
O  3.56610  -1.60344  0.72336  -0.445
H  3.00712  -2.30827  1.10487  0.452


[5]
Here is 2 unconnected molecules or ions with the total composition C3H7O in a non-equilibrium geometry from OMol25. Energies are from ωB97M-V/def2-TZVPD.

Calculated values
ΔE to the lowest compared entry with this formula, charge and spin = 10.5 kcal/mol
Net charge = -1
Total energy = -193.714270 a.u.

Each line ends with the natural charge from an NBO analysis.
Geometry (Å):
C  -1.52545  -0.11479  -0.46617  0.262
O  -1.15165  0.90395  0.24084  -0.813
C  -2.42922  -1.23347  -0.41770  -0.810
C  2.27244  0.81265  0.56625  -0.863
H  -0.89578  -0.30122  -1.37941  0.038
H  -3.23041  -1.41437  0.34601  0.162
H  -2.12068  -1.96451  -1.14159  0.169
H  1.21313  0.63013  0.62464  0.277
H  2.88668  0.01047  0.91007  0.187
H  2.39166  1.69968  1.16354  0.196
H  2.58928  0.97148  -0.44649  0.196


[6]
Here is 2 unconnected molecules or ions with the total composition C3H7O in a non-equilibrium geometry from OMol25. Energies are from ωB97M-V/def2-TZVPD.

Calculated values
ΔE to the lowest compared entry with this formula, charge and spin = 59.4 kcal/mol
Net charge = +1
Total energy = -193.335733 a.u.

Each line ends with the natural charge from an NBO analysis.
Geometry (Å):
C  2.18068  -0.12909  -0.11632  0.403
C  -1.39114  -0.50542  -0.05574  -0.659
C  -0.22266  0.37727  0.26506  -0.071
O  1.01395  -0.33388  0.26146  -0.335
H  2.93385  -0.93130  0.02465  0.222
H  2.52517  0.69037  -0.75007  0.200
H  -1.40849  -0.77605  -1.07673  0.237
H  -1.33946  -1.40345  0.60768  0.248
H  -2.33251  0.13369  0.28826  0.270
H  -0.47409  0.82838  1.65656  0.278
H  0.01067  1.11521  -0.52989  0.209


[7]
Here is a gas-phase ion, C3H7O2 (charge -1) in a non-equilibrium geometry from OMol25. Energies are from ωB97M-V/def2-TZVPD.

Calculated values
ΔE to the lowest compared entry with this formula, charge and spin = 64.0 kcal/mol
Structure (SMILES) = CO[C@@H](C)[O-]
Net charge = -1
Total energy = -268.938089 a.u.

Each line ends with the natural charge from an NBO analysis.
Geometry (Å):
C  1.30161  0.64286  1.31564  -0.265
O  1.05294  -0.09616  0.06734  -0.686
C  -0.25850  0.26210  -0.74110  0.421
C  -1.18810  -0.99916  -0.77236  -0.666
O  -0.85715  1.31650  -0.17089  -0.919
H  2.31119  0.31013  1.78820  0.142
H  0.48176  0.29914  1.96557  0.175
H  1.33572  1.70765  0.91822  0.200
H  0.03093  0.38550  -1.86635  0.045
H  -2.02511  -0.72983  -1.47380  0.190
H  -0.71705  -1.86383  -1.33053  0.168
H  -1.46822  -1.23489  0.30006  0.196


[8]
Here is 3 unconnected molecules or ions with the total composition C3H7O2 in a non-equilibrium geometry from OMol25. Energies are from ωB97M-V/def2-TZVPD.

Calculated values
ΔE to the lowest compared entry with this formula, charge and spin = 110.2 kcal/mol
Net charge = -1
Total energy = -268.864414 a.u.

Each line ends with the natural charge from an NBO analysis.
Geometry (Å):
C  -0.66748  1.48160  -0.62675  0.297
O  -0.85954  2.41234  0.13105  -0.564
H  -1.02757  1.72996  -1.59194  0.063
H  -0.15735  0.57073  -0.55671  0.178
H  5.60830  1.50648  2.80815  -0.011
C  0.50488  -1.06149  1.06890  -0.845
C  0.03659  -1.80546  -0.07446  0.243
O  -0.60591  -1.49634  -1.09045  -0.769
H  1.09218  -1.52013  2.01536  0.165
H  0.70088  0.01828  0.97641  0.166
H  0.76060  -2.57741  -0.29219  0.066
H  5.50264  1.25622  2.11000  0.010


[9]
Here is 3 unconnected molecules or ions with the total composition C3H7O2 in a non-equilibrium geometry from OMol25. Energies are from ωB97M-V/def2-TZVPD.

Calculated values
ΔE to the lowest compared entry with this formula, charge and spin = 99.9 kcal/mol
Net charge = -1
Total energy = -268.880780 a.u.

Each line ends with the natural charge from an NBO analysis.
Geometry (Å):
C  2.78000  0.79892  0.53662  0.276
O  3.86458  1.42369  0.40144  -0.588
H  2.73809  0.04882  -0.27028  0.139
H  2.48167  0.64564  1.51193  0.154
H  -2.76529  -2.46026  -2.03010  0.015
C  -1.64093  0.71286  0.67393  -0.785
C  -0.57055  -0.12298  0.26316  0.254
O  0.53974  -0.42381  0.85899  -0.833
H  -2.54889  0.60227  0.12618  0.166
H  -1.58698  1.30538  1.55612  0.169
H  -0.58279  -0.33950  -0.90530  0.049
H  -2.70865  -2.19105  -2.72268  -0.016